A molecular structure, C24H35N4O3P2PdS2. Source: the OMol25 dataset; level of theory: ωB97M-V/def2-TZVPD.

Geometry (Å):
Pd  0.535  -0.520  -0.920
N  1.037  -2.821  7.129
C  0.937  -2.304  5.903
C  -0.333  -1.978  5.357
C  -0.437  -1.464  4.087
C  0.716  -1.254  3.336
C  1.975  -1.557  3.846
C  2.096  -2.070  5.115
S  0.621  -0.683  1.660
O  -0.685  -0.105  1.361
O  1.736  0.177  1.345
N  0.772  -1.975  0.684
C  -0.366  -2.685  0.556
N  -0.942  -3.241  1.615
C  -2.025  -3.969  1.445
C  -2.589  -4.166  0.188
C  -1.958  -3.512  -0.862
N  -0.878  -2.767  -0.686
H  0.218  -2.988  7.697
H  1.934  -3.049  7.533
H  -1.217  -2.145  5.956
H  -1.393  -1.214  3.659
H  2.845  -1.374  3.238
H  3.072  -2.301  5.515
H  -2.449  -4.405  2.342
H  -3.467  -4.774  0.042
H  -2.327  -3.591  -1.875
C  -0.033  0.277  -4.426
P  0.664  -0.948  -3.269
C  0.096  -2.553  -3.922
C  2.476  -0.888  -3.649
C  3.323  -1.518  -2.547
P  3.144  -0.614  -0.933
C  4.017  -1.693  0.244
C  4.173  0.885  -1.040
H  0.369  0.108  -5.425
H  0.229  1.281  -4.094
H  -1.117  0.183  -4.467
H  0.404  -2.659  -4.962
H  -0.991  -2.588  -3.877
H  0.502  -3.373  -3.333
H  2.750  0.163  -3.782
H  2.648  -1.399  -4.601
H  4.381  -1.510  -2.828
H  3.023  -2.556  -2.377
H  4.942  -2.043  -0.214
H  3.393  -2.545  0.505
H  4.253  -1.122  1.139
H  5.215  0.593  -1.173
H  4.070  1.437  -0.108
H  3.860  1.523  -1.863
C  -3.920  7.266  -0.807
C  -3.235  5.963  -0.718
C  -2.391  5.505  -1.745
C  -1.684  4.323  -1.623
C  -1.868  3.550  -0.484
C  -2.668  4.000  0.567
C  -3.363  5.179  0.443
S  -1.119  1.929  -0.153
C  -2.472  0.905  -0.862
O  -0.029  1.706  -1.155
H  -3.937  7.657  -1.820
H  -3.400  7.999  -0.177
H  -4.934  7.211  -0.407
H  -2.289  6.090  -2.646
H  -1.026  3.996  -2.413
H  -2.741  3.402  1.461
H  -3.998  5.521  1.245
H  -2.766  1.307  -1.827
H  -3.312  0.900  -0.175
H  -2.063  -0.113  -0.967

Calculated values
Energy, hartree: -2986.194036
Total charge: +3
E_LUMO (alpha / beta), eV: -7.66 / -11.88
2S+1: 5
ΔE to the lowest compared entry with this formula, charge and spin, kJ/mol: 150.69
<S²>: 6.061

Electronic structure analysis, Mulliken charges in units of e: number 1, Pd, carries -0.03; number 2, N, carries -0.32; number 3, C, carries 1.15; number 4, C, carries -0.78; number 5, C, carries -0.49; number 6, C, carries -0.27; number 7, C, carries -0.58; number 8, C, carries -0.76; number 9, S, carries 2.26; number 10, O, carries -0.64; number 11, O, carries -0.78; number 12, N, carries -0.45; number 13, C, carries 0.30; number 14, N, carries -0.47; number 15, C, carries -0.23; number 16, C, carries -0.91; number 17, C, carries 0.03; number 18, N, carries -0.06; number 19, H, carries 0.26; number 20, H, carries 0.26; number 21, H, carries 0.36; number 22, H, carries 0.55; number 23, H, carries 0.44; number 24, H, carries 0.37; number 25, H, carries 0.46; number 26, H, carries 0.44; number 27, H, carries 0.42; number 28, C, carries -1.34; number 29, P, carries 1.36; number 30, C, carries -1.31; number 31, C, carries -1.25; number 32, C, carries -1.10; number 33, P, carries 1.31; number 34, C, carries -1.37; number 35, C, carries -1.40; number 36, H, carries 0.46; number 37, H, carries 0.29; number 38, H, carries 0.42; number 39, H, carries 0.47; number 40, H, carries 0.31; number 41, H, carries 0.38; number 42, H, carries 0.41; number 43, H, carries 0.56; number 44, H, carries 0.50; number 45, H, carries 0.42; number 46, H, carries 0.57; number 47, H, carries 0.32; number 48, H, carries 0.31; number 49, H, carries 0.45; number 50, H, carries 0.38; number 51, H, carries 0.42; number 52, C, carries -1.40; number 53, C, carries 0.95; number 54, C, carries -0.68; number 55, C, carries -0.45; number 56, C, carries 0.34; number 57, C, carries -0.49; number 58, C, carries -0.71; number 59, S, carries 0.59; number 60, C, carries -0.47; number 61, O, carries -0.63; number 62, H, carries 0.40; number 63, H, carries 0.36; number 64, H, carries 0.41; number 65, H, carries 0.42; number 66, H, carries 0.50; number 67, H, carries 0.52; number 68, H, carries 0.46; number 69, H, carries 0.43; number 70, H, carries 0.43; number 71, H, carries -0.10